Below is C5H7AuO4 as an isolated structure, with properties calculated with ωB97M-V/def2-TZVPD.

Geometry (Å):
H -0.46791 1.22894 -2.82837
Au 0.63508 -1.62271 -2.81058
O -0.93760 -0.77261 -3.09312
O -1.30815 0.45060 -1.16998
C -0.84750 -0.30719 -0.07226
C 0.61891 0.07633 0.05780
O 0.80701 -0.12109 -1.82487
C -0.49753 0.24557 -2.32202
H -1.51690 -0.12359 0.77550
H -0.96687 -1.38803 -0.25542
H 1.36967 -0.71254 0.15460
H 1.00347 1.10243 0.04148
H 1.32069 1.35496 2.22068
O 0.47492 -1.23563 3.68172
C 0.41031 0.74748 2.16315
C 0.40760 -0.27278 3.07056
H -0.50520 1.34986 2.21113

Computed properties:
- relative energy (zero: lowest compared OMol25 entry of this formula, charge and spin) (kcal per mole) = 0.0
- multiplicity = 3
- total charge = +2
- DFT total energy (a.u.) = -630.3004